[1]
ORCA calculation (wB97M-V/def2-TZVPD) on C17H16N4O4S2 in the gas phase.

Last column: Löwdin charge in e.
Positions of all 43 atoms, in Å:
C  4.81672  -2.95544  0.07010  -0.384
S  3.59087  -3.85610  -0.91369  0.930
C  2.21124  -2.80316  -0.71522  -0.651
N  2.32315  -1.72562  -0.01086  0.119
C  1.22311  -0.93472  0.12471  -0.312
O  1.43530  0.16576  0.86912  0.104
C  0.01219  -1.21996  -0.44193  -0.056
C  -1.24130  -0.39249  -0.28418  -0.146
C  -2.05738  -0.93810  0.86738  -0.188
C  -1.47761  -1.18319  2.10499  -0.031
C  -2.22923  -1.70778  3.13922  -0.077
C  -3.56813  -2.00226  2.94738  -0.095
C  -4.15046  -1.76632  1.71525  -0.081
C  -3.39762  -1.24078  0.68032  -0.024
C  -0.92846  1.08116  -0.19039  -0.035
C  -0.15436  1.65823  -1.16419  -0.317
O  0.31641  0.93426  -2.19368  0.119
N  0.20102  2.96890  -1.19226  0.118
C  -0.22144  3.71704  -0.22509  -0.654
S  0.21452  5.40840  -0.18443  0.929
C  1.19023  5.51578  -1.70720  -0.385
N  -0.99902  3.25756  0.76746  0.141
C  -1.44305  1.91375  0.86374  -0.385
O  -2.18934  1.63358  1.77428  0.090
C  -0.11885  -2.41502  -1.23682  -0.397
O  -1.10729  -2.80746  -1.81714  0.084
N  1.06821  -3.17138  -1.32062  0.143
H  5.73205  -3.53657  0.03294  0.033
H  4.96429  -1.97349  -0.36629  0.035
H  4.45388  -2.87031  1.08865  0.036
H  2.35338  0.13845  1.17506  0.128
H  -1.81591  -0.55524  -1.20627  0.153
H  -0.43803  -0.94150  2.26727  0.113
H  -1.76909  -1.88553  4.10093  0.100
H  -4.15516  -2.41170  3.75693  0.097
H  -5.19533  -1.99233  1.55775  0.100
H  -3.85645  -1.06209  -0.28132  0.118
H  0.80153  1.53324  -2.77883  0.127
H  1.52834  6.54347  -1.78750  0.033
H  0.55785  5.25026  -2.54748  0.036
H  2.03166  4.83552  -1.63319  0.034
H  -1.32356  3.87930  1.49925  0.151
H  1.02406  -4.02353  -1.86747  0.152

Its relative energy (zero: lowest compared OMol25 entry of this formula, charge and spin) is 0.0 kcal/mol. The LUMO energy is 0.368 eV. As for the structure (SMILES): CSc1nc(O)c(C(c2ccccc2)c2c(O)nc(SC)[nH]c2=O)c(=O)[nH]1. For the HOMO-LUMO gap, the calculation gives 8.460 eV. The value obtained for the highest occupied orbital energy is -8.09 eV.

---

[2]
ORCA calculation (wB97M-V/def2-TZVPD) on a molecular structure, C17H17BN8O6Sn in a non-equilibrium geometry.

Last column: Löwdin charge in e.
Positions of all 50 atoms, in Å:
C  -2.42533  -0.27520  -1.83922  -0.120
N  -1.19158  0.28548  -1.83237  -0.052
N  -0.70377  0.21081  -3.12362  0.005
C  -1.65502  -0.30663  -3.93159  0.007
C  -2.75646  -0.63858  -3.15136  0.006
B  0.63910  0.84066  -3.59357  -0.442
N  0.79004  2.21674  -2.84029  0.010
N  0.39509  2.50032  -1.53967  -0.092
C  0.53166  3.84234  -1.35514  -0.133
C  0.91767  4.42724  -2.56547  -0.007
C  1.07486  3.38310  -3.46709  -0.014
Sn  -1.22631  1.73886  0.05137  1.512
N  1.86556  -0.13665  -3.60271  0.008
N  2.30348  -0.77556  -2.47640  0.185
C  3.35138  -1.53073  -2.83250  -0.036
C  3.58032  -1.41103  -4.22936  0.103
C  2.62695  -0.50462  -4.67384  0.069
H  3.92734  -2.11708  -2.13048  0.135
H  2.45788  -0.08446  -5.65574  0.157
H  4.32991  -1.89475  -4.82079  0.138
H  0.52906  1.10563  -4.77653  0.126
H  1.29353  3.37447  -4.52833  0.143
H  -1.48365  -0.32448  -5.00240  0.148
H  1.04368  5.48114  -2.74320  0.120
H  -3.69307  -1.05848  -3.46440  0.119
H  0.34600  4.32873  -0.40304  0.114
H  -3.00437  -0.31977  -0.92965  0.108
H  0.89998  1.26553  0.50215  0.063
C  0.62629  2.06690  1.20904  -0.077
H  1.19459  2.97003  1.00678  0.078
H  -0.50091  2.36897  1.44350  0.005
H  0.89002  1.64387  2.18219  0.115
O  0.81509  -1.22654  0.97201  0.107
C  -0.26215  -0.94761  1.47884  -0.524
O  -1.17045  -0.11484  0.99419  -0.240
C  -0.67501  -1.53438  2.81546  -0.090
C  -1.89557  -1.16649  3.40527  0.081
C  -2.14719  -1.44655  4.76412  -0.104
C  -1.25850  -2.23583  5.50739  0.126
C  -0.09877  -2.71669  4.88235  -0.097
C  0.20851  -2.34594  3.54965  0.106
N  0.78869  -3.57266  5.62920  -0.308
O  0.50472  -3.80954  6.82524  0.095
O  1.79542  -4.04529  5.06127  0.087
N  -3.24492  -0.77597  5.41066  -0.310
O  -3.96947  -0.03922  4.70590  0.062
O  -3.42144  -0.93569  6.63569  0.108
H  -2.62229  -0.61203  2.82053  0.122
H  -1.45974  -2.46392  6.55025  0.143
H  1.13915  -2.68362  3.10570  0.135

As for the total charge: +2. The LUMO energy (spin up / spin down) is -11.240 / -10.313 eV. For the HOMO-LUMO gap (spin up / spin down), the calculation gives 3.768 / 4.695 eV. The value obtained for the highest occupied orbital energy (spin up / spin down) is -15.01 / -15.01 eV.

---

[3]
ORCA calculation (wB97M-V/def2-TZVPD) on a molecular structure, C17H17Br2ClNO3PtS2 in a non-equilibrium geometry.

Last column: Löwdin charge in e.
Positions of all 44 atoms, in Å:
Pt  0.84180  1.08310  -0.13847  0.858
C  3.72164  -2.22360  1.16208  -0.157
C  2.71384  -1.07598  1.16276  -0.697
S  2.62671  -0.32933  -0.39424  0.633
C  1.98135  -0.63839  2.32279  -0.750
C  2.16082  -1.28696  3.68083  -0.141
S  0.78615  0.56466  2.24444  0.682
H  4.24799  -2.26084  0.21161  0.042
H  3.16750  -3.15445  1.30729  0.074
H  4.48291  -2.09619  1.95795  0.075
H  3.01057  -1.98175  3.61350  0.058
H  1.27307  -1.80245  4.01244  0.065
H  2.44817  -0.54228  4.43513  0.073
C  0.14899  -2.38084  -0.49655  -0.073
C  -1.00047  -1.42314  -0.53020  -0.294
C  -2.27413  -2.03977  -0.69195  -0.077
C  -3.41287  -1.30204  -0.68602  -0.092
C  -3.34438  0.08785  -0.38883  -0.185
C  -4.51404  0.89271  -0.21673  -0.629
Br  -6.27695  0.29282  -0.31413  0.793
C  -4.35827  2.22776  0.11071  -0.219
C  -3.09192  2.81578  0.23749  -0.586
Br  -3.05276  4.58788  0.83537  0.797
C  -1.89313  2.05634  0.06342  -0.371
O  -0.71367  2.56334  0.16239  -0.141
C  -2.06869  0.66433  -0.22937  -0.172
N  -0.93837  -0.05736  -0.37642  -0.049
H  -0.26430  -3.30352  -0.89948  0.069
H  0.44951  -2.54260  0.54730  0.084
H  1.00817  -2.08616  -1.06698  0.005
H  -2.30214  -3.12888  -0.78181  0.101
H  -4.40992  -1.75870  -0.82455  0.075
H  -5.21987  2.85325  0.29391  0.074
Cl  3.83587  2.65050  -0.14901  0.420
C  2.12480  2.69254  0.28355  -0.816
H  1.72172  3.59195  -0.15446  -0.015
H  2.14669  2.82203  1.39070  -0.017
C  0.58715  -0.13780  -3.47962  -0.044
O  0.46428  1.31402  -3.28041  -0.098
C  0.61905  1.99413  -2.14471  -0.529
O  0.71338  3.19807  -2.08844  -0.018
H  0.92598  -0.25123  -4.52773  0.090
H  -0.38706  -0.61005  -3.38841  0.078
H  1.31482  -0.53875  -2.78709  0.023

The spin multiplicity is 5. As for the total charge: -1. Its relative energy (zero: lowest compared OMol25 entry of this formula, charge and spin) is 0.0 kcal/mol. The LUMO energy (spin up / spin down) is 2.336 / 0.546 eV. Its expectation value of S² is 6.073. For the HOMO-LUMO gap (spin up / spin down), the calculation gives 4.677 / 5.331 eV. The value obtained for the highest occupied orbital energy (spin up / spin down) is -2.34 / -4.79 eV.

---

[4]
ORCA calculation (wB97M-V/def2-TZVPD) on a molecular structure, C17H17BrN4O4W in a non-equilibrium geometry.

Last column: Löwdin charge in e.
Positions of all 44 atoms, in Å:
W  1.93115  -1.39863  -0.14192  1.664
O  0.69861  4.01074  -0.26728  0.063
C  1.67520  3.79713  0.67278  -0.261
C  2.13493  4.76351  1.54857  0.012
C  3.09058  4.42606  2.49433  -0.039
C  3.58299  3.12987  2.57788  -0.058
C  3.11897  2.17344  1.69404  -0.027
C  2.17514  2.50636  0.72971  -0.122
C  1.61824  1.54862  -0.27935  -0.295
O  2.37431  0.34576  -0.35545  -0.327
N  0.27769  1.09924  0.08799  0.045
N  0.03774  -0.23809  -0.14671  -0.167
C  -1.19028  -0.62049  -0.28088  -0.142
C  -1.58923  -1.97974  -0.29872  -0.535
Br  -0.09849  -3.12178  0.04580  1.032
C  -2.78385  -2.59409  -0.45572  -0.036
C  -4.08665  -2.08482  -0.80359  -0.206
C  -5.15462  -2.97916  -0.63758  -0.004
C  -6.45214  -2.59150  -0.91402  -0.033
C  -6.69762  -1.30884  -1.37888  -0.022
C  -5.64610  -0.41607  -1.57935  -0.042
C  -4.35372  -0.79776  -1.29860  -0.019
H  0.44072  4.94109  -0.29114  0.131
H  1.74310  5.77318  1.49545  0.131
H  3.45075  5.18402  3.17717  0.123
H  4.32173  2.87452  3.32491  0.116
H  3.50007  1.16214  1.75135  0.095
H  1.62849  2.01991  -1.26181  0.170
H  -0.47836  1.74117  -0.11684  0.153
H  -1.96281  0.13873  -0.30916  0.139
H  -2.77042  -3.66618  -0.27921  0.117
H  -4.95692  -3.98144  -0.27485  0.126
H  -7.26702  -3.28790  -0.77352  0.123
H  -7.71018  -1.00236  -1.60517  0.124
H  -5.84489  0.57153  -1.97190  0.120
H  -3.55470  -0.10453  -1.51638  0.099
N  4.30237  -1.33443  -0.27225  -0.011
N  4.80399  -2.63648  -0.31123  0.048
C  3.90475  -3.66731  -0.27508  -0.574
O  4.11920  -4.81919  -0.35189  0.217
O  2.62918  -3.11558  -0.12234  -0.382
H  4.55420  -0.82270  -1.11817  0.139
H  4.69293  -0.82571  0.52096  0.133
H  5.79094  -2.81226  -0.43195  0.186

The spin multiplicity is 3. As for the total charge: +2. The LUMO energy (spin up / spin down) is -7.893 / -8.789 eV. Its expectation value of S² is 2.032. For the HOMO-LUMO gap (spin up / spin down), the calculation gives 6.221 / 5.330 eV. The value obtained for the highest occupied orbital energy (spin up / spin down) is -14.11 / -14.12 eV.

---

[5]
ORCA calculation (wB97M-V/def2-TZVPD) on a molecular structure, C17H17BrO3PdS in a non-equilibrium geometry.

Last column: Löwdin charge in e.
Positions of all 40 atoms, in Å:
C  0.29515  -0.24318  -4.67406  -0.223
C  1.53237  0.17923  -4.09617  -0.219
C  1.76762  -0.62168  -2.94410  -0.240
H  2.17442  0.98393  -4.43631  0.075
C  0.67656  -1.52882  -2.77617  -0.223
C  -0.23188  -1.31601  -3.86431  -0.212
H  -1.13004  -1.89977  -4.03703  0.080
H  -0.13645  0.14348  -5.59503  0.080
H  2.66264  -0.56388  -2.36736  0.070
H  0.57488  -2.30622  -2.03764  0.069
Pd  -0.20463  0.61987  -2.56608  0.693
Br  1.28900  2.53621  -1.70790  -0.067
C  -2.05147  1.67053  -1.62961  -0.246
C  -2.52433  0.49375  -2.29171  -0.214
C  -2.31091  0.67564  -3.69986  -0.263
H  -3.01806  -0.35762  -1.82895  0.083
C  -1.67641  1.93827  -3.88876  -0.226
C  -1.58262  2.58553  -2.62471  -0.305
H  -1.19494  3.58145  -2.44618  0.038
H  -2.09209  1.85830  -0.56641  0.084
H  -2.60567  -0.02748  -4.47928  0.073
H  -1.35036  2.36287  -4.83829  0.082
C  0.54544  -0.79140  6.88595  -0.096
C  0.57404  -0.77294  5.39430  -0.328
C  1.79979  -0.76407  4.69479  -0.087
C  1.84534  -0.42549  3.35321  -0.019
C  0.61542  -0.06287  2.69439  -0.448
C  -0.61116  -0.48136  3.29652  -0.022
C  -0.60840  -0.80239  4.63833  -0.089
S  0.79459  -0.88493  0.19835  0.790
O  0.60431  0.51938  1.51951  -0.238
O  1.98313  -0.31276  -0.41210  -0.526
O  -0.49836  -0.68761  -0.50405  -0.524
H  1.08485  -1.63595  7.30857  0.061
H  1.02457  0.10825  7.26865  0.066
H  -0.47640  -0.80830  7.25161  0.059
H  2.70792  -0.99955  5.25298  0.096
H  2.78269  -0.39417  2.78114  0.112
H  -1.49135  -0.48820  2.65448  0.112
H  -1.53921  -1.08006  5.11930  0.091

The spin multiplicity is 3. As for the total charge: -2. The LUMO energy (spin up / spin down) is 4.665 / 4.665 eV. Its expectation value of S² is 2.011. For the HOMO-LUMO gap (spin up / spin down), the calculation gives 4.636 / 4.210 eV. The value obtained for the highest occupied orbital energy (spin up / spin down) is 0.03 / 0.45 eV.